C4H5CoO5 as an isolated structure at a distorted geometry. Source: the OMol25 dataset; level of theory: wB97M-V/def2-TZVPD.

Structure (XYZ):
```
15
Properties=species:S:1:pos:R:3:forces:R:3
O 1.271 -1.803 -0.500 1.8212 -0.5640 0.8712
Co 3.086 -1.152 0.043 0.9608 0.4415 -0.5263
O 1.768 -1.111 1.530 0.8883 -0.9052 0.0264
C 0.929 -1.577 0.718 -4.2401 1.9012 -0.7384
O -0.363 -1.451 0.942 1.4714 -0.2390 -1.2656
O 1.496 1.696 -0.296 -0.3053 -0.3378 0.1789
C 0.381 2.022 0.032 0.3824 -0.1078 0.3483
C -0.883 1.273 -0.305 -0.6621 0.7249 0.4238
O -0.677 0.081 -1.005 0.8706 -1.5581 0.4900
C -1.061 -1.096 -0.391 -2.8154 1.0584 0.0449
H 0.211 2.913 0.676 0.0226 -0.0565 -0.3434
H -1.493 1.947 -0.929 0.1288 -0.1389 0.0971
H -1.454 1.124 0.630 0.1898 0.0105 -0.2433
H -1.130 -1.877 -1.153 0.9712 -0.1659 0.5221
H -2.080 -0.988 0.008 0.3158 -0.0633 0.1144
```
Positions in Å, forces in eV/Å.

Output
Multiplicity = 6
Kohn-Sham gap (spin up / spin down) = 8.89 / 4.68 eV
<S²> = 8.76
Charge = +1
HOMO level (spin up / spin down) = -12.950 / -14.145 eV
Energy above the lowest of the compared OMol25 structures with the same formula, charge and spin = 31.6 kcal per mole
E_LUMO (spin up / spin down) = -4.059 / -9.465 eV
Max |F| = 4.705 eV/A

---

A 2-piece molecular cluster, C20H26BrNO8P overall at a distorted geometry. Source: the OMol25 dataset; level of theory: wB97M-V/def2-TZVPD.

Structure (XYZ):
```
57
Properties=species:S:1:pos:R:3:forces:R:3
C -6.814 2.288 -0.269 -0.9167 2.0220 0.3580
O -6.109 1.349 -1.155 1.7032 -3.3753 2.3783
C -5.731 0.104 -0.470 -4.7548 -2.0094 4.2743
O -6.559 -0.462 0.452 5.8223 3.8261 -6.0764
C -4.339 -0.759 -0.764 2.5607 -1.7415 -1.2070
C -4.538 -2.334 -1.207 2.3251 0.9108 0.1223
O -5.910 -2.883 -1.348 3.8843 1.5113 -1.1345
C -3.206 -3.260 -1.464 -1.4055 3.8437 1.0809
N -1.823 -2.651 -1.299 -2.0756 1.8042 0.0415
C -0.643 -3.618 -1.531 0.7973 -0.5934 0.4198
C -0.237 -4.183 -0.012 -2.7843 -5.8134 0.8048
O -0.756 -5.375 0.356 3.4929 7.9506 -2.2742
C -1.557 -1.207 -0.921 -3.7663 -0.1517 0.0961
Br 0.321 -0.457 -0.738 -2.5561 -1.3920 -0.3563
C -2.817 -0.165 -0.631 -1.0662 -2.8585 -1.0126
C -2.530 1.400 -0.185 0.6716 -1.0918 0.0055
C -2.047 1.336 1.400 -0.9252 1.2081 0.6210
C -1.142 2.644 1.861 2.4066 2.1967 1.5434
C -1.060 4.069 1.048 2.0119 -0.8879 3.7450
C -0.126 5.272 1.706 0.0823 -3.1976 2.3229
C 0.702 5.065 3.144 -2.0519 -3.3910 -1.1860
C 0.659 3.617 3.958 -3.0731 0.5154 -4.6076
C -0.279 2.441 3.278 0.5392 3.2197 -1.2596
H -7.223 3.161 -0.973 1.1279 -2.0999 1.4064
H -6.020 2.769 0.470 -1.8646 -1.1572 -1.3911
H -7.757 1.850 0.271 2.1792 0.4957 -0.9783
H -6.153 -2.831 -2.325 0.5067 -0.0672 1.6303
H -3.321 -4.391 -1.782 0.5623 2.6410 0.8054
H -0.965 -4.501 -2.250 0.4075 1.8652 1.8775
H 0.277 -3.097 -2.044 -2.0311 -0.6387 1.1905
H 0.461 -3.523 0.683 -1.4785 -1.4077 -1.3618
H -1.670 1.867 -0.853 -1.7795 -1.2087 1.3209
H -3.496 2.045 -0.336 1.8054 -1.4586 0.3281
H -1.551 0.303 1.683 -0.7307 2.3089 -0.7299
H -3.051 1.396 2.036 2.1250 -0.2372 -1.2754
H -1.666 4.208 0.030 1.5915 -0.1836 2.5692
H -0.005 6.323 1.195 -0.4181 -2.4504 1.0153
H 1.341 5.918 3.638 -1.4945 -1.7428 -1.3872
H 1.212 3.406 4.971 -1.1848 0.5967 -2.3106
H -0.324 1.404 3.841 -0.0181 2.3185 -1.4036
C 3.999 -1.929 -2.803 -0.3473 -0.0949 -0.3730
O 5.156 -1.294 -2.285 0.8731 -2.6986 1.9092
P 5.072 -0.902 -0.602 -1.6706 10.1794 -1.9430
O 3.926 0.082 -0.867 -0.4732 -1.9643 0.5717
O 6.491 -0.064 -0.722 -0.4421 -1.9311 0.6063
C 7.544 -0.589 -1.508 0.8269 0.0745 -0.5374
O 4.987 -0.510 1.081 0.2731 -3.2323 -1.2403
C 5.977 -1.113 1.892 0.5348 -0.1138 0.6259
H 4.221 -2.284 -3.812 0.1552 -0.0011 0.1807
H 3.728 -2.781 -2.175 -0.1682 -0.0769 -0.2156
H 3.166 -1.222 -2.861 0.1342 -0.0367 0.1677
H 7.462 -0.208 -2.531 0.0090 -0.2125 0.1096
H 7.537 -1.682 -1.512 0.1261 0.1632 -0.1636
H 8.496 -0.248 -1.091 -0.2309 -0.0160 0.0739
H 6.918 -0.566 1.801 0.0260 -0.1020 -0.0202
H 6.122 -2.157 1.601 0.1807 0.0228 0.3457
H 5.647 -1.075 2.931 -0.0341 -0.0389 -0.1026
```
Positions in Å, forces in eV/Å.

Output
Kohn-Sham gap = 5.22 eV
Charge = +1
HOMO level = -10.441 eV
E_LUMO = -5.217 eV
Max |F| = 10.497 eV/A

---

A 2-piece molecular cluster, C19H27NO4 overall at a distorted geometry. Source: the OMol25 dataset; level of theory: wB97M-V/def2-TZVPD.

Structure (XYZ):
```
51
Properties=species:S:1:pos:R:3:forces:R:3
C -3.686 -3.966 1.447 -0.1725 0.1190 0.1147
C -2.228 -4.179 1.116 -0.3415 -0.0079 -0.1548
O -1.599 -2.898 0.974 -1.0134 -0.6711 0.5055
C -0.364 -3.000 0.437 2.0410 1.3485 -1.0286
C 0.361 -1.689 0.493 1.1749 -3.4316 -0.2727
C -0.389 -0.598 1.084 -0.6417 0.7146 0.1325
C 1.810 -1.810 0.679 -2.2126 0.0037 -0.7740
O 2.593 -0.869 0.656 0.8299 0.4911 0.3914
O 2.183 -3.101 0.839 1.3622 -0.1462 0.4737
C 3.565 -3.399 1.120 -0.4408 0.3260 -0.2710
C 3.728 -4.904 1.162 0.0233 -0.2069 -0.0568
O 0.026 -4.051 -0.054 -0.5114 0.3017 0.2767
H -4.193 -4.933 1.514 0.0409 0.0560 0.0181
H -3.805 -3.454 2.408 -0.0227 -0.0155 -0.1784
H -4.182 -3.382 0.664 0.0838 -0.0368 0.1501
H -1.729 -4.749 1.912 0.0027 0.1270 -0.2437
H -2.121 -4.728 0.177 0.0357 -0.0040 0.2040
H 0.261 0.274 1.230 -0.0991 -0.0054 0.2318
H -1.217 -0.341 0.402 0.1095 0.0345 0.4834
H -0.851 -0.902 2.038 0.0380 0.4723 0.0276
H 4.188 -2.969 0.324 -0.0114 0.0480 0.3157
H 3.842 -2.971 2.094 -0.0061 0.1019 -0.3265
H 4.762 -5.137 1.431 -0.0238 0.0122 0.0133
H 3.075 -5.366 1.911 0.0361 0.1560 -0.1679
H 3.530 -5.366 0.190 -0.1065 0.1450 0.1636
C 1.792 4.718 -1.535 -0.0531 0.1623 0.4063
C 2.906 3.675 -1.701 0.0499 -0.0546 -0.1400
C 2.320 2.312 -1.304 0.7468 -0.1098 0.0520
N 0.874 2.549 -1.142 -1.3889 -1.6655 0.4179
C 0.004 1.595 -0.882 1.1040 1.4744 -0.3436
C -1.405 1.958 -0.739 -1.9116 1.0179 -0.0113
C -2.070 2.629 -1.808 0.6093 -0.3131 0.6143
C -3.320 3.204 -1.631 -0.2109 0.0048 -0.0388
C -3.983 3.104 -0.402 0.3482 -0.3801 -0.0031
C -3.385 2.389 0.640 -0.4651 0.3153 -0.0901
C -2.114 1.849 0.484 0.9060 -0.0878 0.0782
C 0.497 3.957 -1.245 -0.1234 1.1046 -0.3155
H 2.005 5.354 -0.672 0.0704 0.0727 -0.2498
H 1.676 5.356 -2.414 0.0958 -0.0841 0.1682
H 3.269 3.652 -2.730 0.0288 0.0001 0.1429
H 3.732 3.926 -1.040 0.1333 -0.0878 -0.2006
H 2.507 1.539 -2.060 -0.2740 0.1836 0.2531
H 2.767 1.951 -0.364 -0.4939 -0.0291 -0.2254
H 0.392 0.593 -0.798 0.0986 -0.5036 0.0592
H -1.548 2.756 -2.758 -0.2841 -0.2076 0.1532
H -3.784 3.746 -2.463 0.1848 -0.2622 0.3518
H -4.955 3.576 -0.265 0.1969 -0.1549 -0.0364
H -3.913 2.262 1.598 0.4008 0.1411 -0.5644
H -1.623 1.399 1.358 -0.3561 0.2092 -0.5929
H 0.026 4.326 -0.319 0.0843 -0.4975 -0.2656
H -0.226 4.114 -2.054 0.3288 -0.1801 0.3528
```
Positions in Å, forces in eV/Å.

Output
Kohn-Sham gap = 4.33 eV
HOMO level = -5.629 eV
Energy above the lowest of the compared OMol25 structures with the same formula, charge and spin = 113.7 kcal per mole
E_LUMO = -1.300 eV
Max |F| = 3.637 eV/A